# C33H39AuN5

C33H39AuN5 as an isolated structure in a non-equilibrium geometry (the ωB97M-V functional and the def2-TZVPD basis, the Open Molecules 2025 dataset).

2S+1   3
⟨S²⟩   2.029
Total charge   -1
E_HOMO (alpha / beta)   -1.83 / -2.51 eV
E   -1690.1103 hartree

Positions of all 78 atoms, in Å:
Au 0.1629 0.2493 -0.2188
N 1.0531 -2.9007 3.3661
N 0.4005 -2.5612 -1.0950
C 1.4795 2.0246 0.2101
C 2.6312 1.2275 0.6107
C 2.4198 0.7881 1.9419
C 3.2722 -0.1406 2.7236
H 4.2552 -0.2691 2.2263
H 2.7903 -1.1377 2.8419
H 3.4422 0.2817 3.7383
C 1.2096 1.3579 2.4286
C 0.7779 1.3370 3.8406
H 1.3654 2.0541 4.4418
H 0.9140 0.3441 4.2964
H -0.2785 1.6197 3.9392
C 0.5606 2.0426 1.3534
C -0.5541 3.0089 1.5202
H -1.3661 2.5744 2.1185
H -0.9733 3.2959 0.5454
H -0.2261 3.9330 2.0329
C 3.7896 0.9151 -0.2510
H 4.6214 1.5998 -0.0175
H 3.5481 1.0364 -1.3196
H 4.1532 -0.1145 -0.1102
C 1.4874 3.0413 -0.8907
H 0.4797 3.4601 -1.0369
H 1.7762 2.5545 -1.8358
H 2.1753 3.8945 -0.7187
C 0.3179 -3.4850 4.2759
H 0.7100 -3.4111 5.3349
C -0.9454 -4.1583 3.9275
H -1.4867 -4.5386 4.7637
C -1.3941 -4.2247 2.5740
H -2.4147 -4.7381 2.3533
C -0.5601 -3.7060 1.6174
H -0.7972 -3.7686 0.5353
C 0.8006 -3.1541 1.9931
C 2.0877 -3.2144 1.1897
H 2.5414 -1.9782 1.0976
C 0.1647 -1.2712 -1.4583
C 0.9319 -3.1422 -2.1799
H 1.4788 -4.0200 -1.8996
C 0.6604 -2.4757 -3.3538
H 0.6878 -2.8360 -4.3977
N 0.1053 -1.2991 -2.8548
C 0.0168 -0.0728 -3.5546
C 1.1019 0.3310 -4.3802
C 0.9671 1.4724 -5.1049
H 1.8248 1.7773 -5.7451
C -0.1919 2.2799 -5.0365
C -0.3292 3.4841 -5.8821
H -0.8445 4.2966 -5.3542
H -0.9062 3.2696 -6.7959
H 0.6571 3.8542 -6.1994
C -1.2116 1.8936 -4.1235
H -2.0939 2.5487 -3.9732
C -1.1454 0.7316 -3.4231
C -2.2539 0.2359 -2.5163
H -2.6183 -0.7937 -2.7260
H -3.0863 0.9409 -2.6467
H -1.9472 0.2803 -1.4419
C 2.3827 -0.4715 -4.3338
H 2.2852 -1.5274 -4.6442
H 2.8610 -0.4177 -3.3386
H 3.0349 0.0290 -5.0547
N -5.2525 -0.8267 3.8974
C -4.1680 -0.4934 3.1677
C -2.8711 -0.9392 3.5415
C -1.7801 -0.5764 2.7365
N -1.9266 0.1454 1.6147
C -3.1412 0.5999 1.2624
C -4.2953 0.3103 2.0036
H -5.1821 -1.3893 4.7426
H -6.1891 -0.5067 3.6516
H -2.7240 -1.5629 4.4203
H -0.7596 -0.8841 3.0015
H -3.2019 1.2063 0.3495
H -5.2672 0.6794 1.6859